C2H6BrOP | ωB97M-V/def2-TZVPD

Properties
- Largest force on an atom: 3.55 eV/A
- Gap between HOMO and LUMO (alpha / beta): 7.1 / 8.1 eV
- Charge: 0
- 2S+1: 1

Each line ends with the Löwdin charge.
CARTESIAN COORDINATES (ANGSTROEM)
C (-0.359, -2.082, 1.032)  -0.1118
C (-0.360, 2.036, -0.203)  -0.5222
O (-0.132, -1.893, -0.183)  -0.5773
P (0.597, -1.341, -1.544)  0.7984
Br (1.309, 2.814, -0.915)  0.4597
H (0.240, -1.775, 1.898)  0.0769
H (-1.343, -2.562, 1.323)  0.0918
H (-0.320, 2.160, 0.903)  0.0187
H (-1.128, 2.629, -0.631)  -0.0182
H (1.860, -0.883, -1.185)  -0.1894
H (-0.364, 0.898, -0.496)  -0.0268